# 1
Density functional theory data (the ωB97M-V functional and the def2-TZVPD basis) for a molecular structure, C57H50AsClCoNO2P2.

Output
lowest unoccupied orbital energy (alpha / beta): 0.0901 / 0.0639 hartree
spin multiplicity: 4
E: -7168.70788 Ha
energy above the lowest of the compared OMol25 structures with the same formula, charge and spin: 0.000 eV
charge: -1
strongest force on any atom: 0.029 Eh/bohr
HOMO level (alpha / beta): -3.8 / -4.1 eV
HOMO-LUMO gap (alpha / beta): 6.3 / 5.8 eV

Structure (XYZ):
```
115
Properties=species:S:1:pos:R:3:forces:R:3:lowdin_charge:R:1
Co 0.539 0.730 1.857 0.3 0.3 -0.3 0.0584
C 0.568 -0.296 4.933 0.4 0.0 -0.6 -0.2177
P -0.622 -0.316 3.447 -0.2 0.2 0.8 1.0491
C -1.234 -2.050 3.433 0.5 -1.0 -1.0 -0.3344
C -0.290 -3.095 3.215 0.3 0.9 0.5 -0.0954
C -0.696 -4.417 3.098 0.3 0.2 -0.1 -0.1037
C -2.046 -4.721 3.093 -0.2 -0.1 0.3 -0.1187
C -2.982 -3.709 3.208 -0.6 -0.2 -0.4 -0.1110
C -2.589 -2.389 3.340 0.2 0.4 0.8 -0.0964
C -2.134 0.486 4.142 0.1 0.2 -0.6 -0.3557
C -2.848 1.423 3.392 -0.5 0.1 0.3 -0.0616
C -4.025 1.975 3.920 0.0 -0.1 -0.1 -0.0748
C -4.532 1.590 5.152 0.7 -0.2 -0.3 -0.0998
C -3.786 0.697 5.896 0.2 -0.2 0.6 -0.1020
C -2.614 0.148 5.399 0.2 -0.2 0.5 -0.1174
C 1.923 0.239 4.457 -0.8 0.2 -0.2 -0.3753
C 3.188 0.250 5.007 0.0 -0.2 0.4 -0.1032
C 4.027 0.948 4.100 0.5 -0.1 -0.1 -0.0889
C 3.219 1.320 3.033 0.4 0.1 0.2 -0.4079
C 3.446 1.997 1.699 -0.8 -0.1 0.2 -0.2289
P 2.476 0.851 0.578 0.7 0.2 -1.1 1.0765
C 2.412 1.630 -1.151 -0.4 0.1 0.6 -0.2806
C 1.496 2.600 -1.131 0.1 0.1 -1.1 -0.1176
C 1.041 3.436 -2.311 0.2 -1.0 0.2 -0.2230
C 1.980 3.294 -3.480 -0.4 0.2 0.6 -0.0404
C 2.951 2.401 -3.486 0.2 -0.1 0.3 -0.0730
C 3.191 1.340 -2.425 0.3 -0.1 -0.2 -0.2199
C 3.732 -0.513 0.435 -0.6 0.0 0.1 -0.3465
C 5.087 -0.296 0.264 0.2 0.2 0.0 -0.1146
C 5.958 -1.372 0.193 0.8 0.0 -0.4 -0.0974
C 5.509 -2.684 0.245 -0.4 0.3 0.4 -0.0921
C 4.149 -2.909 0.447 0.3 0.1 -0.1 -0.0849
C 3.289 -1.833 0.526 -0.4 0.6 0.3 -0.0988
N 1.955 0.900 3.267 -0.4 -0.4 0.1 -0.0688
H 0.646 -1.288 5.385 0.0 -0.1 -0.2 0.0741
H 0.107 0.323 5.702 0.0 0.3 0.0 0.0654
H 0.791 -2.827 3.206 -0.8 -0.3 0.0 0.1123
H 0.037 -5.214 3.002 0.0 0.1 0.0 0.0978
H -2.376 -5.747 3.055 0.0 -0.2 -0.2 0.0932
H -4.053 -3.942 3.129 0.5 0.1 0.2 0.1083
H -3.348 -1.627 3.501 0.1 -0.1 -0.3 0.1044
H -2.537 1.738 2.399 0.2 -0.1 0.2 0.0839
H -4.552 2.748 3.391 -0.1 0.1 -0.5 0.0963
H -5.457 1.971 5.550 -0.1 0.3 0.0 0.0936
H -4.076 0.480 6.917 -0.1 -0.2 0.0 0.0960
H -2.047 -0.558 6.011 -0.2 0.2 -0.1 0.1114
H 3.456 -0.204 5.950 0.2 0.1 0.0 0.0745
H 5.101 1.098 4.204 -0.3 0.0 -0.1 0.0779
H 4.482 2.188 1.433 0.1 -0.2 0.0 0.0693
H 2.916 2.957 1.686 0.0 0.0 -0.1 0.0755
H 0.945 2.786 -0.235 -0.3 0.1 0.5 0.0534
H 0.989 4.462 -1.989 0.2 0.6 0.2 0.1339
H 1.868 3.958 -4.326 -0.1 0.1 -0.1 0.1102
H 3.556 2.315 -4.376 0.3 0.0 -0.1 0.1131
H 4.256 1.344 -2.141 -0.1 0.0 -0.2 0.1394
H 5.464 0.719 0.180 0.1 -0.1 0.1 0.1024
H 7.026 -1.195 0.044 -0.3 0.0 0.1 0.1033
H 6.221 -3.493 0.200 0.0 -0.1 -0.1 0.0948
H 3.763 -3.902 0.566 -0.1 -0.4 -0.1 0.0952
H 2.229 -1.942 0.718 -0.1 -0.4 -0.1 0.0856
Cl -4.999 1.060 -0.625 0.1 0.6 0.0 0.6969
C -4.184 -0.438 -0.347 -0.1 -0.4 -0.1 -0.6309
C -5.016 -1.520 -0.155 0.0 -1.3 -0.1 -0.1231
C -4.479 -2.805 -0.038 0.0 1.1 -0.1 -0.0880
C -3.104 -2.966 -0.073 0.3 -0.4 0.5 -0.0883
C -2.273 -1.871 -0.219 -0.8 0.3 0.3 -0.0560
C -2.807 -0.582 -0.385 0.8 0.0 -0.2 -0.3096
C -1.879 0.563 -0.644 -0.2 0.1 -0.4 -0.3023
H -6.087 -1.385 -0.166 -0.1 0.1 0.1 0.0918
H -5.138 -3.636 0.087 -0.3 -0.5 0.1 0.0907
H -2.672 -3.945 0.135 -0.1 0.2 -0.3 0.1058
H -1.207 -1.986 -0.136 0.3 0.0 -0.2 0.1064
H -2.420 1.473 -0.882 0.0 0.0 0.0 0.0419
H -1.299 0.787 0.240 0.3 0.1 0.3 0.0064
C -0.240 4.778 2.772 -0.6 0.0 -0.1 -0.1188
O 0.240 3.452 2.707 0.3 -0.3 0.0 -0.1590
C -0.231 2.632 1.699 -1.0 0.1 -0.4 -0.4715
O -1.074 3.150 0.937 0.7 -0.3 0.5 -0.1107
H 0.380 5.254 3.512 0.2 0.4 0.3 0.0724
H -1.288 4.799 3.109 0.2 0.0 -0.2 0.0832
H -0.171 5.292 1.809 0.0 0.0 0.1 0.0773
C -1.463 4.048 -4.757 0.3 -0.3 -0.6 -0.1094
C -1.005 4.209 -3.503 -0.3 0.4 0.3 -0.0639
C -0.480 3.121 -2.620 -0.2 0.2 -0.1 -0.2702
C -0.751 1.763 -3.197 0.0 0.0 0.0 -0.3163
C -1.101 1.639 -4.515 0.0 0.3 0.1 -0.1425
C -1.412 2.741 -5.341 -0.2 0.1 0.3 -0.0700
As -0.511 0.190 -2.071 0.0 -0.3 0.1 1.3839
C 2.980 -0.010 -3.151 0.0 0.1 -0.2 -0.1759
C 2.185 -0.084 -4.291 -0.2 -0.7 -0.6 -0.0714
C 2.092 -1.267 -5.030 0.1 -0.1 0.3 -0.0912
C 2.732 -2.435 -4.602 -0.2 0.8 0.1 -0.1054
C 3.529 -2.361 -3.464 -0.2 0.4 -0.6 -0.0761
C 3.701 -1.150 -2.805 -0.7 0.0 0.2 -0.0266
C -1.501 -1.126 -3.150 1.2 0.0 0.3 -0.4086
C -2.812 -0.988 -3.516 -0.8 0.1 0.1 -0.1198
C -3.497 -2.023 -4.142 0.2 0.1 -0.2 -0.0796
C -2.828 -3.194 -4.442 0.3 0.3 0.7 -0.0930
C -1.482 -3.330 -4.071 -0.7 -0.8 -0.9 -0.0927
C -0.813 -2.307 -3.450 0.0 0.3 0.3 -0.1266
H -1.824 4.929 -5.306 0.1 -0.6 0.1 0.1019
H -1.044 5.206 -3.085 0.1 0.1 0.2 0.1075
H -0.982 3.225 -1.640 0.2 -0.1 -0.1 0.1318
H -1.222 0.652 -4.924 0.0 -0.2 -0.2 0.0848
H -1.727 2.539 -6.353 0.0 0.2 -0.1 0.0849
H 1.614 0.751 -4.674 0.1 0.2 0.2 0.0945
H 1.504 -1.258 -5.943 0.0 -0.1 0.1 0.1017
H 2.589 -3.364 -5.133 0.1 -0.1 -0.1 0.0937
H 4.039 -3.242 -3.145 0.4 -0.4 0.4 0.0908
H 4.309 -1.085 -1.932 0.5 -0.2 0.3 0.0712
H -3.321 -0.076 -3.235 -0.2 0.1 -0.1 0.1075
H -4.535 -1.929 -4.424 -0.1 0.1 0.1 0.0992
H -3.401 -3.996 -4.865 0.1 -0.4 -0.3 0.0891
H -0.993 -4.262 -4.333 0.2 0.1 0.2 0.0970
H 0.233 -2.434 -3.179 -0.2 0.1 0.0 0.0865
```
Forces are in eV/Å.



# 2
Density functional theory data (the ωB97M-V functional and the def2-TZVPD basis) for a molecular structure, C57H50MnN8O4.

Output
lowest unoccupied orbital energy (alpha / beta): -0.1033 / -0.0841 hartree
spin multiplicity: 5
E: -4092.04616 Ha
energy above the lowest of the compared OMol25 structures with the same formula, charge and spin: 0.000 eV
charge: +1
strongest force on any atom: 0.011 Eh/bohr
HOMO level (alpha / beta): -10.6 / -10.6 eV
HOMO-LUMO gap (alpha / beta): 7.8 / 8.3 eV

Structure (XYZ):
```
120
Properties=species:S:1:pos:R:3:forces:R:3:lowdin_charge:R:1
Mn -0.063 0.969 0.726 0.1 -0.3 0.4 1.0099
C -1.982 3.405 1.963 0.0 -0.1 0.0 -0.1218
N -0.631 2.942 2.225 0.0 0.0 0.0 -0.0950
C -0.318 2.689 3.617 0.0 0.0 0.0 -0.1125
C 0.785 1.682 3.644 0.1 0.0 0.0 -0.3053
N 1.094 0.979 2.593 0.2 -0.4 -0.2 0.0836
C 2.072 0.061 3.004 -0.2 0.1 -0.1 -0.1978
C 2.703 -0.968 2.306 0.0 0.1 0.0 0.0031
C 3.605 -1.743 3.007 0.0 0.0 0.0 -0.0572
C 3.883 -1.501 4.363 0.0 0.0 0.0 -0.0667
C 3.259 -0.488 5.065 0.0 0.0 0.0 -0.0097
C 2.342 0.277 4.355 -0.1 0.1 0.1 -0.1807
N 1.505 1.328 4.731 0.0 -0.1 0.1 0.1868
C -2.098 3.510 0.479 0.0 0.0 0.0 -0.3143
N -1.174 3.042 -0.313 0.0 0.0 -0.4 0.1454
C -1.577 3.417 -1.606 0.1 -0.1 0.1 -0.2088
C -0.955 3.254 -2.843 0.0 0.0 0.0 -0.0017
C -1.609 3.730 -3.960 0.0 0.0 0.0 -0.0574
C -2.856 4.370 -3.867 0.0 0.0 0.0 -0.0753
C -3.473 4.567 -2.648 0.0 0.0 0.0 -0.0189
C -2.798 4.085 -1.532 -0.1 0.0 0.1 -0.1877
N -3.103 4.136 -0.175 -0.1 0.0 -0.1 0.1821
H -2.222 4.368 2.428 0.0 0.0 0.0 0.1360
H -2.687 2.665 2.355 0.0 0.0 0.0 0.1230
H 0.043 3.574 1.806 0.0 0.0 0.0 0.1356
H -1.197 2.254 4.101 0.0 0.0 0.0 0.1323
H -0.051 3.587 4.182 0.0 0.0 0.0 0.1367
H 2.508 -1.129 1.253 0.1 0.0 0.0 0.0983
H 4.123 -2.544 2.496 0.0 0.0 0.0 0.1105
H 4.604 -2.127 4.873 0.0 0.0 0.0 0.1104
H 3.473 -0.311 6.112 0.0 0.0 0.0 0.1151
H 1.457 1.762 5.636 0.0 0.0 0.0 0.1713
H 0.024 2.805 -2.924 0.0 0.0 0.0 0.0957
H -1.145 3.618 -4.932 0.0 0.0 0.0 0.1110
H -3.336 4.728 -4.769 0.0 0.0 0.0 0.1087
H -4.422 5.082 -2.567 0.0 0.0 0.0 0.1145
H -3.908 4.569 0.243 0.0 0.0 0.0 0.1690
C 2.406 -2.080 -4.766 0.0 -0.1 0.0 0.0282
C 1.350 -1.174 -4.176 -0.1 0.1 0.1 -0.5632
C 0.424 -0.610 -5.237 0.0 0.0 -0.1 0.0230
O 0.621 -1.886 -3.166 0.1 -0.1 0.1 0.0008
C 0.534 -1.119 -1.977 0.0 0.1 -0.2 -0.1544
C 1.211 0.210 -2.346 0.0 0.0 -0.1 -0.1496
O 1.981 -0.109 -3.492 0.0 -0.1 0.1 -0.0135
C 2.160 0.891 -1.336 0.0 0.0 0.2 -0.3411
O 1.502 1.105 -0.098 0.3 0.1 -0.1 -0.2371
C 3.435 0.109 -0.975 0.0 0.1 -0.1 -0.1369
C 3.702 -1.211 -1.318 0.0 0.0 0.1 -0.0181
C 4.866 -1.838 -0.877 0.0 0.0 0.0 -0.0665
C 5.784 -1.150 -0.101 0.0 0.0 0.0 -0.0896
C 5.531 0.174 0.241 0.0 0.0 0.0 -0.0687
C 4.369 0.790 -0.190 0.0 0.0 0.0 -0.0248
C 2.565 2.256 -1.918 0.0 0.1 0.0 -0.1585
C 3.462 2.337 -2.984 0.0 0.0 0.0 -0.0128
C 3.813 3.568 -3.514 0.0 0.0 0.0 -0.0624
C 3.284 4.741 -2.986 0.0 0.0 0.0 -0.0839
C 2.404 4.669 -1.919 0.0 0.0 0.0 -0.0754
C 2.051 3.432 -1.388 0.0 0.0 0.0 -0.0528
C -0.926 -0.998 -1.460 0.0 -0.2 0.3 -0.3349
O -0.943 -0.001 -0.472 -0.3 0.1 -0.5 -0.2728
C -1.984 -0.630 -2.502 -0.1 0.0 0.0 -0.1287
C -2.813 0.467 -2.274 0.1 0.0 -0.1 -0.0229
C -3.838 0.791 -3.152 0.0 -0.1 -0.1 -0.0678
C -4.066 0.012 -4.277 0.0 0.1 0.0 -0.0754
C -3.264 -1.097 -4.504 0.1 0.0 0.0 -0.0665
C -2.238 -1.418 -3.625 0.0 0.0 0.0 -0.0677
C -1.305 -2.313 -0.726 0.1 0.0 -0.1 -0.1020
C -0.522 -2.695 0.367 0.0 0.0 0.0 -0.0399
C -0.814 -3.828 1.107 0.0 0.0 0.0 -0.0770
C -1.912 -4.614 0.769 0.0 0.0 0.0 -0.1004
C -2.695 -4.250 -0.313 0.0 0.0 0.0 -0.0660
C -2.393 -3.110 -1.056 -0.1 0.0 0.1 -0.0062
H 1.937 -2.839 -5.392 0.0 0.0 0.0 0.0965
H 2.969 -2.577 -3.979 0.0 0.0 0.0 0.0824
H 3.089 -1.491 -5.378 0.0 0.0 0.0 0.1003
H -0.110 -1.410 -5.752 0.0 0.0 0.0 0.0962
H 1.025 -0.063 -5.964 0.0 0.0 0.0 0.0991
H -0.304 0.071 -4.797 0.0 0.0 0.0 0.0836
H 1.097 -1.621 -1.187 0.0 0.0 0.0 0.1321
H 0.427 0.931 -2.598 0.0 0.0 0.0 0.1405
H 3.018 -1.768 -1.937 0.0 0.0 -0.1 0.0935
H 5.057 -2.867 -1.160 0.0 0.0 0.0 0.1068
H 6.696 -1.635 0.224 0.0 0.0 0.0 0.1044
H 6.242 0.726 0.843 0.0 0.0 0.0 0.1066
H 4.175 1.822 0.078 0.0 0.0 0.0 0.1268
H 3.891 1.432 -3.393 0.0 0.0 0.0 0.1230
H 4.511 3.614 -4.342 0.0 0.0 0.0 0.1063
H 3.563 5.701 -3.402 0.0 0.0 0.0 0.1031
H 1.989 5.576 -1.496 0.0 0.0 0.0 0.1029
H 1.357 3.378 -0.562 0.0 0.0 0.0 0.0831
H -2.632 1.087 -1.408 0.0 -0.1 0.0 0.0841
H -4.459 1.657 -2.956 0.0 0.0 0.0 0.0992
H -4.863 0.262 -4.968 0.0 0.0 0.0 0.1049
H -3.438 -1.723 -5.371 0.0 0.0 0.0 0.1094
H -1.648 -2.304 -3.801 0.1 0.0 0.0 0.1213
H 0.343 -2.100 0.639 0.0 0.0 0.1 0.0967
H -0.177 -4.111 1.939 0.0 0.0 0.0 0.1086
H -2.138 -5.512 1.332 0.0 0.0 0.0 0.1036
H -3.546 -4.859 -0.595 0.0 0.0 0.0 0.1068
H -3.026 -2.847 -1.892 0.0 0.0 0.1 0.1076
N -2.629 -6.269 8.190 0.0 0.1 -0.1 0.1749
C -2.576 -5.466 7.371 0.0 0.1 -0.1 -0.1685
C -2.512 -4.453 6.341 0.0 -0.1 0.1 -0.2166
C -3.153 -4.656 5.123 0.0 0.0 0.0 0.0002
C -3.085 -3.688 4.136 0.0 -0.1 0.0 0.0027
C -2.390 -2.514 4.381 0.0 0.1 -0.2 -0.1797
C -1.754 -2.300 5.593 0.0 0.0 0.1 0.0016
C -1.807 -3.276 6.572 0.0 0.0 0.0 -0.0080
N -2.318 -1.527 3.353 -0.1 -0.1 0.2 0.0070
C -3.311 -1.211 2.446 0.1 -0.1 0.0 -0.0060
C -2.793 -0.253 1.641 0.1 0.0 0.0 -0.0862
N -1.503 0.032 2.047 -0.1 0.2 -0.1 0.0103
C -1.251 -0.753 3.072 -0.1 -0.1 -0.1 -0.1144
H -3.689 -5.578 4.945 0.0 0.0 0.0 0.1299
H -3.542 -3.858 3.170 0.0 0.0 0.0 0.1123
H -1.230 -1.372 5.781 0.0 0.0 0.0 0.1156
H -1.314 -3.123 7.523 0.0 0.0 0.0 0.1275
H -4.273 -1.693 2.453 0.0 0.0 0.0 0.1337
H -3.231 0.208 0.772 0.0 0.0 0.0 0.1146
H -0.302 -0.852 3.577 -0.1 0.0 0.0 0.1377
```
Forces are in eV/Å.